{"formula": "C20H28ClCoF5N2O3Te", "method": "ωB97M-V/def2-TZVPD", "species": ["Co", "Cl", "N", "N", "C", "C", "C", "C", "C", "C", "H", "H", "H", "H", "H", "H", "C", "C", "C", "C", "H", "H", "H", "H", "H", "H", "O", "H", "H", "O", "H", "H", "C", "C", "C", "H", "H", "C", "C", "H", "C", "C", "C", "C", "H", "C", "H", "H", "H", "H", "H", "H", "H", "H", "F", "Te", "F", "F", "F", "F", "O"], "positions_angstrom": [[-0.042252, -0.035466, 0.064251], [-1.648452, 0.213934, 1.808451], [0.038048, 2.005734, -0.011349], [-0.081252, -2.074266, 0.253751], [-0.863052, 2.785534, -0.477649], [-0.835452, -2.901666, -0.366349], [1.059348, 2.827134, 0.698251], [0.299248, 4.151834, 0.849451], [2.277848, 2.973934, -0.200149], [1.419548, 2.201634, 2.029551], [1.984648, 3.012034, -1.248249], [2.942848, 2.125334, -0.074149], [2.811748, 3.892434, 0.043451], [0.603848, 2.292934, 2.741051], [2.312648, 2.674234, 2.437651], [1.635148, 1.142534, 1.895951], [0.768348, -2.834666, 1.217551], [0.571248, -4.268466, 0.704551], [0.198648, -2.659466, 2.617551], [2.215048, -2.394566, 1.153151], [2.586048, -2.397566, 0.133151], [2.828448, -3.053266, 1.768051], [2.321348, -1.381466, 1.533851], [-0.848252, -2.952866, 2.656551], [0.254348, -1.621066, 2.927851], [0.761948, -3.271666, 3.321551], [-0.629852, -4.209466, -0.112549], [0.406348, -4.994366, 1.494651], [1.388548, -4.596766, 0.062851], [-0.746952, 4.090534, -0.162749], [0.906548, 5.029034, 0.650751], [-0.188352, 4.244134, 1.819651], [-2.028352, 2.385534, -1.312349], [-1.951152, -2.574566, -1.299549], [-1.699152, -1.312666, -2.070249], [-2.851752, -2.468066, -0.690949], [-2.110452, -3.431366, -1.948649], [-2.062852, -0.096366, -1.482449], [-1.747952, 1.128234, -2.080449], [-2.686152, -0.103366, -0.599349], [-1.069152, 1.139534, -3.296649], [-0.746152, -0.081366, -3.880049], [-0.619252, 2.418134, -3.931049], [-1.017652, -1.309066, -3.284649], [-0.196952, -0.074866, -4.812949], [-0.501252, -2.570866, -3.900049], [-0.083652, -2.382366, -4.885149], [-1.275252, -3.331266, -4.008349], [0.293048, -2.997366, -3.286249], [-1.423252, 3.151134, -4.004649], [-0.238352, 2.244234, -4.933649], [0.183648, 2.876334, -3.352549], [-2.287752, 3.223134, -1.956349], [-2.869752, 2.236234, -0.633149], [-1.025052, 1.805634, 3.968851], [0.332448, 0.308034, 4.175851], [1.982348, 1.446134, 4.374351], [1.608948, -1.179566, 4.655451], [0.099348, 0.692434, 6.130851], [-1.279552, -0.899766, 4.367751], [0.563148, -0.257766, 1.746051]], "atomic_forces_ev_per_a": [[-0.20, -0.17, 1.21], [-2.03, 0.19, -0.98], [-0.34, 0.43, -1.16], [-0.39, -0.99, -1.77], [0.96, -0.02, 0.68], [0.96, 0.07, 0.77], [-0.38, -0.07, 0.29], [-0.14, -0.03, -0.07], [-0.03, -0.03, -0.20], [0.75, 0.96, -0.46], [-0.02, 0.14, -0.16], [0.15, -0.11, 0.04], [0.14, -0.08, 0.07], [0.04, 0.35, -0.33], [-0.10, 0.25, 0.08], [0.26, 0.72, -0.05], [-0.29, 0.07, 0.10], [-0.16, 0.09, -0.08], [-0.12, -0.52, 0.18], [0.12, 0.11, 0.05], [0.11, -0.19, -0.31], [0.05, -0.04, 0.00], [-0.03, -0.07, 0.17], [-0.16, -0.08, -0.05], [-0.07, -1.49, -0.42], [0.06, -0.04, 0.05], [-0.19, -0.04, -0.01], [-0.03, 0.01, 0.06], [0.07, -0.05, -0.12], [-0.20, -0.18, -0.12], [0.02, 0.09, -0.06], [0.00, -0.10, 0.02], [-0.23, 0.14, -0.02], [-0.21, -0.15, -0.04], [0.05, 0.37, 0.34], [-0.01, 0.03, 0.06], [0.01, -0.08, -0.07], [-0.44, -0.04, -0.80], [0.05, -0.33, 0.24], [0.19, 0.01, 0.27], [0.04, -0.22, 0.10], [0.07, -0.03, 0.05], [-0.02, 0.18, -0.11], [0.10, 0.30, 0.05], [0.01, 0.00, -0.12], [0.01, -0.19, -0.10], [0.03, 0.05, -0.10], [-0.03, -0.02, 0.02], [0.02, -0.09, 0.07], [-0.03, 0.01, 0.01], [0.03, -0.05, -0.10], [0.04, 0.06, 0.09], [0.01, 0.07, -0.07], [0.00, -0.03, 0.10], [0.34, 0.58, 0.69], [-1.13, 0.45, 3.28], [0.24, 0.21, 0.67], [-0.05, -0.06, 0.42], [0.30, -0.55, -1.75], [0.43, -0.01, 0.84], [1.35, 0.24, -1.45]], "s2": 6.024, "energy_ha": -3724.4886, "homo_ev": [-4.23, -4.24], "spin_multiplicity": 5, "charge": -1}

=====

{"formula": "C20H28F3FeO5S", "method": "ωB97M-V/def2-TZVPD", "species": ["O", "C", "C", "H", "H", "C", "H", "H", "C", "H", "H", "H", "C", "H", "H", "H", "Fe", "C", "C", "C", "H", "C", "C", "H", "H", "H", "H", "C", "C", "C", "H", "C", "C", "H", "H", "H", "H", "O", "C", "C", "H", "H", "C", "H", "H", "C", "H", "H", "H", "H", "F", "C", "F", "F", "S", "O", "O", "O"], "positions_angstrom": [[-0.646896, 0.317813, -0.210576], [0.598509, 0.163679, -0.953318], [0.129314, 1.167539, -2.008812], [0.662844, -0.874442, -1.291894], [1.484293, 0.469436, -0.380008], [-1.103022, 1.360296, -1.101474], [-0.261258, 0.631672, -2.859910], [0.812303, 2.007579, -2.230296], [-2.437998, 0.920373, -1.670800], [-2.352463, -0.078108, -2.105804], [-2.750419, 1.622246, -2.447839], [-3.184264, 0.880483, -0.870939], [-1.072924, 2.739914, -0.507275], [-0.036349, 3.020023, -0.325424], [-1.601401, 2.796784, 0.439222], [-1.511773, 3.451885, -1.210440], [0.099155, 0.049076, 2.966581], [0.872787, 1.910155, 4.133670], [1.976880, 1.015101, 4.054385], [2.310914, 0.834310, 2.667819], [2.567333, 0.640811, 4.882139], [1.414332, 1.640255, 1.893768], [0.519391, 2.307504, 2.792215], [-0.192196, 3.080487, 2.494971], [0.454151, 2.304760, 5.055086], [3.191534, 0.335306, 2.276284], [1.528032, 1.835329, 0.833934], [-1.785450, -0.116456, 4.379380], [-2.012150, 1.086432, 3.648559], [-2.135321, 0.753990, 2.265828], [-2.178723, 2.073976, 4.074354], [-1.944249, -0.656582, 2.125836], [-1.743751, -1.199808, 3.436630], [-1.751341, -2.245541, 3.691732], [-1.764416, -0.230564, 5.461172], [-2.458788, 1.430425, 1.481026], [-2.069643, -1.235342, 1.217267], [0.364306, -0.827689, -3.765188], [-0.082749, 0.076336, -4.826792], [0.299220, -0.485055, -6.194475], [0.383258, 1.074028, -4.708129], [-1.174288, 0.206656, -4.733867], [1.304536, -1.611656, -5.865424], [0.719840, 0.298092, -6.830673], [-0.604788, -0.849798, -6.693078], [1.175163, -1.859961, -4.351510], [2.322600, -1.289204, -6.096373], [1.115375, -2.515876, -6.441065], [2.159835, -1.824218, -3.864048], [0.706986, -2.839481, -4.164467], [-0.471500, -3.667555, 2.835297], [0.878938, -3.787445, 2.733505], [1.292248, -4.663585, 3.673582], [1.158684, -4.277228, 1.508097], [1.648254, -2.102527, 2.919283], [1.213064, -1.647774, 4.254014], [3.052082, -2.296246, 2.661204], [0.911970, -1.320596, 1.853053]], "atomic_forces_ev_per_a": [[0.80, 0.37, -0.16], [-0.50, -0.13, 0.12], [-0.71, -0.54, -0.02], [0.36, 0.19, 0.03], [-0.34, -0.39, -0.12], [0.65, 0.00, 0.02], [0.65, 0.76, 0.31], [-0.60, -0.27, -0.02], [0.11, 0.35, -0.04], [0.06, 0.05, 0.04], [-0.21, 0.00, 0.00], [0.02, 0.06, -0.11], [-0.26, 0.27, 0.45], [-0.03, 0.12, 0.11], [-0.12, 0.11, 0.03], [0.03, 0.06, -0.02], [-1.36, 1.83, 1.20], [0.75, 0.42, -0.71], [0.40, 1.01, -1.06], [-0.02, 1.74, 0.65], [-0.41, -0.22, -0.08], [0.50, 0.52, 0.96], [1.29, 0.02, 0.21], [0.06, -0.56, 0.23], [-0.12, -0.28, -0.25], [-0.41, -0.23, 0.13], [-0.28, -0.09, 0.32], [-0.44, -0.04, -0.65], [-0.98, -0.87, -0.17], [-0.40, -0.79, 0.67], [0.33, -0.23, -0.11], [-1.02, 0.29, 0.93], [-0.92, 1.00, -0.12], [0.28, 0.20, 0.03], [0.27, 0.13, -0.30], [0.43, -0.19, 0.20], [0.32, 0.21, 0.16], [0.12, -0.38, -2.39], [0.04, 0.30, 0.19], [-0.23, -0.45, 0.28], [-0.15, -0.52, 0.24], [0.40, -0.05, 0.07], [0.14, 0.37, -0.05], [0.04, -0.17, 0.09], [0.25, -0.18, 0.00], [-0.07, -0.11, 0.08], [-0.08, 0.00, -0.03], [-0.03, -0.01, 0.01], [-0.27, -0.16, -0.05], [0.13, 0.31, 0.13], [1.14, -0.64, -0.18], [-0.58, 0.28, -0.11], [-0.14, 0.40, -0.61], [-0.09, -0.07, 0.66], [-0.77, 0.63, -0.33], [0.66, -1.14, -1.36], [-0.44, -0.19, 0.28], [1.77, -3.11, 0.27]], "s2": 6.020, "energy_ha": -3116.5200, "homo_ev": [-3.26, -3.91], "relative_energy_kcal_mol": 11.1, "spin_multiplicity": 5, "charge": -1}

=====

{"formula": "C20H28F5NO12SSi", "method": "ωB97M-V/def2-TZVPD", "species": ["C", "C", "Si", "F", "C", "C", "C", "N", "C", "C", "C", "S", "H", "H", "H", "H", "H", "H", "H", "H", "H", "H", "H", "H", "H", "H", "H", "H", "O", "C", "O", "C", "C", "F", "O", "H", "H", "H", "O", "C", "O", "C", "C", "F", "O", "H", "H", "H", "O", "C", "O", "C", "C", "F", "O", "H", "H", "H", "O", "C", "O", "C", "C", "F", "O", "H", "H", "H"], "positions_angstrom": [[4.386345, 1.629843, -0.505276], [3.396655, 2.319617, -0.516186], [1.872559, 3.329983, -0.791653], [2.364274, 4.864888, -0.837986], [1.150317, 2.780060, -2.436701], [-0.396713, 2.645771, -2.488908], [-0.883588, 1.187037, -2.532717], [-0.883180, 0.476200, -1.258629], [0.673152, 3.201527, 0.633025], [1.221497, 3.585465, 2.037810], [1.694901, 2.383813, 2.870334], [3.510084, 2.467378, 3.138127], [5.278441, 1.065055, -0.659719], [1.457127, 3.513769, -3.184611], [1.603539, 1.812474, -2.661760], [-0.731723, 3.108053, -3.422293], [-0.899718, 3.202347, -1.695138], [-1.876731, 1.162672, -2.983641], [-0.195705, 0.651712, -3.190533], [0.027439, 0.102233, -1.036670], [-1.241074, 1.038377, -0.500436], [0.287097, 2.181775, 0.686590], [-0.183084, 3.845731, 0.418518], [1.987037, 4.360502, 1.982431], [0.382402, 4.029847, 2.576769], [1.244652, 2.453838, 3.856894], [1.462957, 1.426615, 2.411798], [3.877708, 1.187222, 2.970658], [-4.861316, -3.692083, -4.206476], [-4.372353, -3.303577, -3.199565], [-3.154575, -3.660826, -2.737996], [-2.862688, -2.868239, -1.579602], [-4.244401, -2.475222, -1.119457], [-4.273860, -1.248501, -0.541097], [-4.974872, -2.436175, -2.332474], [-2.266728, -2.000190, -1.869688], [-2.317779, -3.446638, -0.844929], [-4.715684, -3.192741, -0.444950], [-2.493379, -5.642461, -0.228492], [-3.339577, -6.185351, 0.396962], [-4.670052, -6.017300, 0.196773], [-5.368577, -6.945818, 1.032807], [-4.345978, -7.222637, 2.112022], [-4.424082, -8.489585, 2.579787], [-3.120083, -7.052432, 1.421982], [-5.597248, -7.847721, 0.463924], [-6.289114, -6.507777, 1.408386], [-4.379244, -6.531422, 2.956008], [-1.433186, 0.310535, 3.168281], [-1.060494, 0.129798, 4.277070], [-0.841047, 1.109577, 5.188269], [-0.530773, 0.490915, 6.441145], [-0.043663, -0.872883, 6.006683], [-0.355667, -1.837818, 6.903614], [-0.773688, -1.090431, 4.812627], [-1.436650, 0.412728, 7.043737], [0.216760, 1.067379, 6.979220], [1.024390, -0.924637, 5.788207], [4.680224, 2.561031, -6.710719], [5.097002, 2.837280, -5.639690], [4.616397, 3.828076, -4.848478], [5.276793, 3.748250, -3.581035], [6.548377, 3.014505, -3.935976], [6.979817, 2.217490, -2.925320], [6.142150, 2.207615, -5.023845], [4.666301, 3.169697, -2.885739], [5.448775, 4.740093, -3.171497], [7.371778, 3.656718, -4.253119]], "atomic_forces_ev_per_a": [[-0.02, 0.13, -0.46], [-0.08, 0.06, 0.00], [-0.09, -0.42, 0.21], [-0.01, -0.03, -0.13], [-0.39, 0.32, 0.71], [0.10, -0.07, -0.64], [0.43, 0.38, 0.30], [-0.16, -0.23, -0.36], [0.48, 0.12, 0.31], [-0.67, -0.23, -0.23], [0.65, 0.33, 0.15], [0.18, 0.08, 0.08], [-0.03, -0.05, 0.29], [0.24, -0.16, -0.09], [0.12, 0.08, -0.21], [-0.04, 0.03, 0.05], [-0.02, -0.10, 0.10], [-0.07, -0.10, 0.10], [-0.24, -0.11, -0.18], [0.03, 0.14, 0.20], [0.04, -0.06, 0.09], [-0.10, -0.01, -0.09], [0.00, -0.02, -0.16], [0.08, -0.06, -0.03], [0.07, 0.07, 0.05], [-0.12, -0.28, -0.03], [-0.16, 0.03, -0.01], [-0.28, 0.04, -0.05], [-0.01, 0.06, -0.01], [0.08, -0.01, -0.10], [-0.11, 0.09, 0.06], [0.35, 0.07, 0.03], [-0.01, 0.22, -0.12], [-0.04, 0.00, -0.05], [-0.02, -0.27, 0.12], [-0.18, 0.14, 0.06], [-0.02, -0.23, -0.11], [-0.01, 0.07, 0.08], [0.01, -0.09, 0.09], [0.03, -0.06, -0.15], [0.01, -0.03, 0.11], [-0.21, 0.06, -0.04], [0.08, -0.17, -0.07], [0.04, 0.00, -0.04], [-0.10, 0.25, 0.10], [0.07, -0.07, 0.07], [0.06, 0.15, -0.07], [0.00, -0.09, 0.07], [-0.01, -0.01, 0.01], [-0.10, 0.07, -0.11], [0.04, -0.16, 0.06], [0.05, 0.21, 0.13], [-0.18, -0.11, 0.02], [-0.04, 0.00, -0.04], [0.26, 0.16, -0.04], [0.01, -0.12, 0.00], [0.02, 0.09, -0.15], [0.01, -0.09, 0.08], [-0.01, -0.05, 0.02], [-0.13, -0.04, 0.00], [0.12, -0.06, 0.02], [-0.13, 0.21, 0.16], [-0.10, -0.22, 0.02], [-0.02, -0.03, -0.03], [0.10, 0.27, -0.09], [0.12, -0.08, 0.02], [-0.07, 0.06, -0.16], [0.08, -0.06, 0.09]], "smiles": "C#C[Si@@](F)(CCCN)CCCS.O=C1OC[C@@H](F)O1.O=C1OC[C@@H](F)O1.O=C1OC[C@@H](F)O1.O=C1OC[C@@H](F)O1", "energy_ha": -2923.6096, "homo_ev": -9.01}